# 1
Molecular formula: C42H24F5N11S2W
Method: DFT, ωB97M-V with the def2-TZVPD basis set

Energy ... -97402.637 eV
E_LUMO (alpha / beta) ... -7.60 / -7.59 eV
Total charge ... +2
HOMO energy (alpha / beta) ... -12.0 / -12.0 eV

Geometry (Å):
1 W -0.601 -0.455 -0.365
2 C -1.695 -6.055 2.772
3 C -0.396 -5.860 3.246
4 C 0.273 -4.656 3.061
5 C -0.404 -3.669 2.371
6 C -0.029 -2.317 1.989
7 N -1.022 -1.701 1.323
8 C -2.096 -2.604 1.291
9 N -3.285 -2.327 0.888
10 C -3.556 -1.053 0.576
11 C -4.904 -0.546 0.729
12 C -6.085 -1.176 1.089
13 C -7.214 -0.375 1.178
14 C -7.148 0.997 0.923
15 C -5.957 1.618 0.563
16 C -4.839 0.813 0.474
17 C -3.462 1.099 0.090
18 N -3.071 2.234 -0.312
19 C -1.851 2.455 -0.830
20 N -0.772 1.580 -0.868
21 C 0.158 2.189 -1.684
22 N 1.498 1.761 -1.775
23 C 2.046 1.260 0.993
24 N 1.119 0.320 0.972
25 C 1.643 -0.676 1.904
26 N 1.147 -1.791 2.297
27 C 2.921 -0.250 2.410
28 C 3.824 -0.877 3.259
29 C 5.021 -0.229 3.493
30 C 5.309 1.004 2.888
31 C 4.407 1.626 2.045
32 C 3.196 0.972 1.816
33 C -0.290 3.421 -2.152
34 C 0.232 4.399 -3.035
35 C -0.528 5.507 -3.272
36 C -1.807 5.695 -2.673
37 C -2.344 4.753 -1.848
38 C -1.571 3.603 -1.577
39 N -2.685 -0.096 0.185
40 C -1.694 -3.865 1.891
41 C -2.376 -5.050 2.093
42 H -2.179 -7.007 2.939
43 H 0.096 -6.668 3.771
44 H 1.277 -4.499 3.428
45 H -6.122 -2.239 1.281
46 H -8.163 -0.816 1.449
47 H -8.050 1.588 1.008
48 H -5.906 2.679 0.363
49 H 3.592 -1.835 3.703
50 H 5.758 -0.676 4.146
51 H 6.263 1.474 3.084
52 H 4.656 2.571 1.579
53 H 1.163 4.251 -3.562
54 H -0.168 6.261 -3.960
55 H -2.361 6.594 -2.904
56 H -3.326 4.864 -1.411
57 H -3.385 -5.191 1.732
58 C 1.034 -3.542 -4.833
59 S -0.558 -3.411 -4.001
60 C -0.290 -2.024 -3.021
61 S -1.721 -1.519 -2.071
62 N 0.842 -1.427 -2.944
63 N 0.792 -0.323 -2.112
64 C 1.771 0.499 -2.212
65 C 2.248 2.665 -1.001
66 C 2.893 3.767 -1.510
67 C 3.188 4.835 -0.671
68 C 2.815 4.785 0.667
69 C 2.301 3.610 1.164
70 N 2.067 2.552 0.355
71 H 0.953 -4.411 -5.483
72 H 1.828 -3.689 -4.106
73 H 1.223 -2.651 -5.425
74 H 2.708 0.260 -2.705
75 H 3.095 3.812 -2.569
76 H 3.667 5.718 -1.072
77 H 2.968 5.620 1.333
78 H 2.104 3.452 2.215
79 F 0.665 -1.920 -0.356
80 C 2.378 -3.875 -0.065
81 F 1.766 -4.503 -1.007
82 C 3.489 -3.025 -0.780
83 F 3.393 -1.742 -0.372
84 F 3.465 -3.031 -2.113
85 F 4.658 -3.506 -0.367

***

# 2
Molecular formula: C42H26IN6O6Pb
Method: DFT, ωB97M-V with the def2-TZVPD basis set

Energy ... -78550.228 eV
E_LUMO (alpha / beta) ... 1.17 / 1.38 eV
Total charge ... -1
HOMO energy (alpha / beta) ... -5.1 / -5.0 eV

Geometry (Å):
1 Pb 0.360 -0.580 0.452
2 O 1.536 2.093 3.726
3 C 1.429 1.233 2.854
4 N 0.438 0.334 2.668
5 C -0.646 0.285 3.555
6 C -0.647 0.907 4.823
7 C -1.749 0.882 5.654
8 C -2.922 0.243 5.277
9 C -2.936 -0.407 4.062
10 C -1.826 -0.408 3.228
11 N -1.964 -1.196 2.011
12 C -1.876 -2.584 2.216
13 O -1.789 -3.067 3.318
14 C -1.842 -3.495 1.013
15 C -2.424 -4.738 1.168
16 C -2.367 -5.611 0.094
17 C -1.659 -5.229 -1.025
18 C -1.020 -3.983 -1.059
19 N -1.183 -3.105 -0.080
20 C 2.589 1.180 1.862
21 C 3.720 1.942 2.125
22 C 4.775 1.901 1.232
23 C 4.683 1.097 0.104
24 C 3.525 0.371 -0.089
25 N 2.512 0.427 0.771
26 H 0.237 1.433 5.134
27 H -1.687 1.383 6.613
28 H -3.793 0.236 5.918
29 H -3.816 -0.950 3.737
30 H -2.899 -4.992 2.104
31 H -2.844 -6.582 0.140
32 H -1.562 -5.900 -1.869
33 H -0.749 -3.987 -3.116
34 H 3.730 2.554 3.013
35 H 5.659 2.499 1.407
36 H 5.488 1.038 -0.616
37 H 3.389 -0.275 -0.949
38 I 2.078 -3.123 1.044
39 C -0.095 -3.776 -2.249
40 C 0.930 -4.887 -2.284
41 C 1.835 -4.925 -3.300
42 C 1.962 -3.826 -4.159
43 C 1.420 -2.555 -3.778
44 C 1.860 -1.391 -4.428
45 C 1.491 -0.138 -3.981
46 C 0.709 -0.026 -2.833
47 C 0.285 -1.183 -2.216
48 C 0.540 -2.456 -2.660
49 H 0.896 -5.655 -1.525
50 H 2.495 -5.777 -3.412
51 H 2.634 -3.861 -5.007
52 H 2.513 -1.496 -5.287
53 H 1.825 0.756 -4.494
54 H 0.431 0.945 -2.452
55 N -6.222 1.602 -2.494
56 C -5.488 1.121 -1.750
57 C -4.589 0.520 -0.804
58 C -4.781 -0.802 -0.409
59 C -3.931 -1.384 0.510
60 C -2.866 -0.655 1.041
61 C -2.678 0.665 0.644
62 C -3.531 1.249 -0.272
63 H -5.608 -1.371 -0.813
64 H -4.131 -2.399 0.821
65 H -1.841 1.232 1.032
66 H -3.352 2.262 -0.600
67 O -1.012 2.422 -1.659
68 C -0.115 2.658 -0.843
69 O 0.242 1.961 0.151
70 C 0.710 3.929 -1.054
71 C 0.374 4.808 -2.076
72 C 1.126 5.953 -2.305
73 C 2.232 6.227 -1.518
74 C 2.553 5.335 -0.508
75 C 1.813 4.195 -0.254
76 N 3.739 5.618 0.322
77 O 4.028 4.824 1.195
78 O 4.361 6.642 0.099
79 H -0.486 4.563 -2.685
80 H 0.854 6.633 -3.102
81 H 2.842 7.104 -1.672
82 H 2.077 3.518 0.547